(w)
Here is a structure of composition C38H53CsN5O4P3S4 from the Open Molecules 2025 dataset. Energies are from the ωB97M-V functional and the def2-TZVPD basis.

As for the charge: -2. For the molar mass, the calculation gives 997.97 g mol⁻¹. For the HOMO-LUMO gap, the calculation gives 4.19 eV. Its lowest unoccupied orbital energy is 3.45 eV.

The geometry in XYZ format:
```
108
Properties=species:S:1:pos:R:3:lowdin_charge:R:1
Cs -0.61396 -0.40835 -2.30478 0.748
S -2.49368 -3.35097 -1.47655 0.308
S -1.74471 -6.17095 -1.05721 0.876
S 0.67756 -6.14981 -2.61956 0.875
S 0.48922 -3.35537 -3.55624 0.267
P 1.83278 1.42756 -0.14429 0.827
P 2.83450 -1.18462 -1.76133 0.773
P -0.53839 -2.07317 2.70003 0.534
O -0.32703 1.78276 -3.76367 -0.314
O -0.14514 -8.26968 -1.26117 -0.145
O -1.45435 2.55826 0.02213 -0.109
O -0.42799 -1.11039 1.58469 -0.289
N -2.13689 -2.42026 2.97520 -0.168
N 0.19609 -3.54727 2.62046 -0.186
N 0.16061 -1.42219 4.07581 -0.178
N -0.95136 3.91784 -2.18940 0.075
N -0.84381 4.64870 -3.21092 0.057
C -3.98255 -3.88248 3.36626 -0.170
C -0.47596 4.08677 -4.40688 -0.151
C -4.00472 -3.37668 1.92398 -0.185
C -0.21589 -4.61244 -2.57353 -1.224
C -2.59649 -3.46776 3.89120 -0.207
C -1.32655 4.65359 -1.03442 -0.174
C -1.68997 1.77537 1.17836 -0.090
C 3.98134 -2.32193 -2.63280 -0.312
C 0.12858 2.30235 -5.99074 -0.003
C -0.59635 -1.21537 6.30498 -0.182
C -1.79765 6.67936 0.21072 -0.121
C -0.29297 -4.46983 1.55886 -0.183
C 0.91808 -5.34232 1.21252 -0.160
C -0.23914 2.68373 -4.62476 -0.386
C 0.24130 3.18778 -6.99584 -0.049
C 2.18360 -2.31848 -0.48060 -0.315
C -0.14919 0.16417 5.82510 -0.176
C 1.74689 2.67165 1.21361 -0.286
C 0.10989 5.50394 -7.84927 -0.070
C -0.60021 6.41313 -5.33296 -0.042
C -0.12718 6.84452 -7.66321 -0.130
C -1.95399 4.54367 1.30680 -0.038
C -0.36137 5.02730 -5.49676 -0.112
C -2.05796 5.93042 1.34550 -0.117
C -3.18606 -2.09644 1.99272 -0.198
C 4.07224 -0.22960 -0.75776 -0.453
C -0.48704 7.29160 -6.38265 -0.118
C 1.63608 -3.72815 2.83393 -0.200
C -0.00150 4.58753 -6.79142 -0.191
C 3.43951 0.63529 0.34010 -0.447
C -0.12337 0.00802 4.30228 -0.196
C 1.86481 -5.17186 2.40201 -0.164
C 0.17086 -2.13212 5.35814 -0.223
C 2.37278 2.52582 -1.51229 -0.286
C -0.35365 -7.10880 -1.57433 -1.100
C -1.34151 -4.61500 -1.81794 -1.227
C -1.58916 3.89872 0.12791 -0.247
C -1.43506 6.03737 -0.96603 -0.036
H -0.03999 7.54234 -8.48715 0.082
H -1.02351 2.06955 1.99625 0.076
H 2.99544 -2.83785 0.04000 0.043
H 0.63091 -6.37935 1.04575 0.103
H 1.38417 -4.98556 0.29411 0.093
H -3.79345 -1.25425 2.35017 0.111
H -1.87298 7.75982 0.23774 0.087
H -2.74319 -1.84203 1.03179 0.066
H 4.14601 1.40417 0.67573 0.067
H -0.26074 -3.12753 5.25993 0.098
H 0.38811 5.12663 -8.82839 0.099
H 3.23910 3.13844 -1.24266 0.038
H 1.56673 -1.76860 0.23561 0.008
H -1.09200 0.27881 3.86914 0.105
H 3.36658 -3.05926 -3.15274 -0.008
H 1.58336 -5.84719 3.21548 0.106
H -0.65904 -3.92181 0.68628 0.075
H 1.54559 -3.04587 -0.98938 -0.001
H 4.60707 0.41195 -1.46565 0.065
H 0.51725 2.85560 -7.99250 0.103
H -1.12406 -5.06770 1.94210 0.100
H -0.67997 8.34578 -6.21622 0.087
H 0.91669 3.35476 1.02472 0.022
H 2.60754 1.91984 -2.38870 0.025
H -1.67093 -1.33667 6.14367 0.101
H 4.65817 -2.82794 -1.93721 0.031
H -5.01279 -3.20794 1.54454 0.110
H 0.30654 1.24397 -6.14192 0.112
H -0.87930 6.77019 -4.35245 0.084
H 0.85472 0.37800 6.20144 0.107
H 1.56251 2.16546 2.16374 0.017
H 1.89624 -3.55368 3.87937 0.093
H -0.80699 0.97321 6.14316 0.104
H 2.22727 -3.04228 2.22017 0.097
H -4.76468 -3.39455 3.95468 0.099
H -2.66617 -3.09822 4.92119 0.091
H 4.56842 -1.77006 -3.36986 0.027
H -1.22421 6.59956 -1.86532 0.089
H 3.20534 0.01171 1.20954 0.066
H -3.50790 -4.06611 1.23867 0.070
H 2.90781 -5.36421 2.14636 0.106
H -0.37804 -1.40578 7.35694 0.103
H 4.81176 -0.91254 -0.32270 0.067
H -1.89375 -4.30551 3.89054 0.095
H -2.34109 6.41614 2.27184 0.089
H 2.67121 3.25183 1.29343 0.035
H 1.20187 -2.25414 5.71506 0.106
H 1.53102 3.16574 -1.78540 0.017
H -4.13466 -4.95986 3.44119 0.102
H -2.15779 3.96892 2.19847 0.094
H 0.63140 0.63555 3.82698 0.100
H -1.46513 0.74587 0.91897 0.054
H -2.73035 1.86772 1.50951 0.099
```

(x)
Here is a structure of composition C38H53CsN5O4P3S4 from the Open Molecules 2025 dataset. Energies are from the ωB97M-V functional and the def2-TZVPD basis.

As for the charge: -2. For the molar mass, the calculation gives 997.97 g mol⁻¹. For the HOMO-LUMO gap, the calculation gives 3.62 eV. Its lowest unoccupied orbital energy is 3.24 eV.

The geometry in XYZ format:
```
108
Properties=species:S:1:pos:R:3:lowdin_charge:R:1
Cs 0.03374 -0.39776 -0.89420 1.019
S 2.78758 -3.03141 -1.85310 0.353
S 0.70610 -4.34086 -4.49710 0.314
S 2.55555 -5.78159 -0.80437 0.855
S 0.88543 -6.82633 -2.90790 0.860
P -0.34941 1.69994 -3.81613 0.805
P 2.36995 -0.14011 -3.96577 0.797
P 2.33073 0.44000 2.09922 0.519
O -1.56687 -2.79373 -0.65846 -0.248
O 2.31067 0.14968 0.65224 -0.456
O 1.69835 -8.28524 -0.85210 -0.153
O -1.89263 1.56843 -0.84437 -0.283
N -4.17657 0.04853 0.29773 0.042
N 1.06347 1.35773 2.61475 -0.203
N 2.25933 -0.95102 2.99394 -0.178
N -3.27029 -0.75366 -0.03804 0.077
N 3.71711 1.28408 2.50472 -0.192
C 2.15738 -4.63829 -2.10364 -1.245
C 0.78236 1.76013 -5.29153 -0.458
C -6.06188 4.28135 1.60371 -0.072
C -0.73803 -3.79775 -1.27787 -0.108
C 2.04513 -2.23368 2.25997 -0.167
C 4.97985 2.81185 1.27611 -0.171
C -3.89095 4.24626 0.42624 -0.055
C -0.16982 2.66409 4.09952 -0.175
C -5.01717 3.56683 0.99104 -0.193
C 1.36620 -5.12153 -3.09363 -1.262
C 0.34777 1.24497 3.88084 -0.192
C 4.84026 1.32304 1.56835 -0.192
C -5.41806 -3.79473 0.49059 -0.119
C -2.89027 3.56545 -0.16392 -0.022
C 4.73445 3.44309 2.65052 -0.168
C -0.52817 3.11437 2.68266 -0.154
C -7.19774 2.23578 2.07853 -0.113
C -2.86610 2.10720 -0.26836 -0.409
C -4.51583 -4.79735 0.16868 -0.103
C -7.14673 3.63875 2.14434 -0.128
C 0.53734 2.45851 1.78856 -0.168
C -2.81880 -3.14155 -0.29873 -0.234
C 1.66511 -7.18405 -1.37713 -1.097
C 2.44476 -1.29017 -5.38562 -0.316
C 4.14787 -0.07020 -3.51263 -0.314
C -3.97998 1.41547 0.30549 -0.148
C -5.05724 2.15375 0.91780 -0.108
C 3.05090 -1.18153 4.20044 -0.219
C -1.20885 0.09537 -4.09697 -0.337
C -5.01514 -2.47188 0.41978 -0.043
C 3.75439 -2.50792 3.92212 -0.175
C -6.18816 1.51730 1.49048 -0.037
C -3.22660 -4.47441 -0.22212 -0.016
C 2.23155 1.47487 -4.87779 -0.475
C -1.70438 2.80973 -4.39690 -0.315
C -3.72495 -2.11587 0.03539 -0.162
C 2.67914 -3.28686 3.16726 -0.163
C 3.75769 2.47197 3.35452 -0.191
H 4.11404 2.23293 4.36403 0.103
H -0.39704 -4.52245 -0.53489 0.099
H 4.20163 3.10535 0.56850 0.113
H -2.08336 2.52845 -5.38365 0.032
H -1.01549 2.70178 4.78648 0.107
H 3.23807 -1.00835 -6.08560 0.032
H 2.51604 -2.20570 1.27554 0.081
H 2.75797 2.89496 3.45433 0.088
H 4.61512 -2.33125 3.27209 0.115
H 4.61738 0.71670 0.69334 0.109
H 1.00724 0.90617 4.68145 0.104
H 2.59738 -2.30082 -4.99988 -0.025
H 2.40196 -1.27068 5.08237 0.106
H 4.09894 -3.00661 4.82928 0.102
H 1.34145 3.14667 1.50666 0.114
H 2.90439 1.49779 -5.74409 0.067
H 0.69941 2.76124 -5.72788 0.062
H -1.65230 0.05772 -5.09574 0.039
H -6.43017 -4.03844 0.79004 0.087
H 4.30308 0.68354 -2.73776 0.023
H 2.55964 2.25538 -4.18299 0.061
H -3.86310 5.33101 0.48190 0.102
H -1.35293 3.84276 -4.43027 0.022
H -2.03597 4.07122 -0.60113 0.110
H 1.48468 -1.30951 -5.90499 0.026
H -5.99116 5.36420 1.63893 0.099
H 4.41746 -1.04646 -3.10515 -0.013
H -0.55997 4.19710 2.56527 0.109
H 3.06194 -4.12695 2.59012 0.111
H -7.94659 4.19865 2.61324 0.083
H 0.44744 1.05072 -6.05512 0.068
H 0.12396 -3.28553 -1.69807 -0.009
H -1.51205 2.72955 2.40814 0.107
H -2.53155 -5.25947 -0.48038 0.107
H 0.98005 -2.41807 2.10415 0.116
H -0.48309 0.53432 3.80734 0.122
H 4.78015 0.15993 -4.37607 0.030
H 5.67264 3.49897 3.20695 0.099
H 0.63179 3.28602 4.50920 0.100
H -1.27655 -4.28860 -2.08863 0.090
H -8.04620 1.70917 2.50102 0.089
H 3.74488 -0.35692 4.37153 0.096
H 5.75143 0.93794 2.04466 0.116
H -2.51905 2.75308 -3.67250 0.025
H 1.94182 -3.67018 3.87815 0.109
H 5.94890 3.07882 0.85315 0.105
H -2.00192 -0.03397 -3.35692 0.024
H 4.32875 4.45309 2.58846 0.099
H -5.70399 -1.67439 0.65701 0.083
H -4.80943 -5.83907 0.21483 0.095
H 0.06244 2.07773 0.88353 0.071
H -0.52050 -0.74796 -4.00288 0.003
H -6.23920 0.43940 1.45576 0.084
```

The structure with the least stability is (x).

(w)
Here is a structure of composition C3H2LiNaO3 from the Open Molecules 2025 dataset. Energies are from the ωB97M-V functional and the def2-TZVPD basis.

As for the charge: +1. For the molar mass, the calculation gives 115.98 g mol⁻¹. Its spin multiplicity is 2. For the HOMO-LUMO gap (alpha / beta), the calculation gives 7.96 / 8.26 eV. Its lowest unoccupied orbital energy (alpha / beta) is -3.89 / -4.61 eV.

The geometry in XYZ format:
```
10
Properties=species:S:1:pos:R:3:nbo_charge:R:1
Na 4.11728 0.06799 0.14729 0.953
O 1.86462 0.89302 -0.05377 -0.923
O 2.20230 -1.30372 0.23232 -0.675
O -1.20667 1.38770 -0.03908 -0.610
C -2.31214 -0.78907 -0.04637 -0.680
C 1.51437 -0.31705 0.00133 0.706
C -1.46511 0.22675 0.01328 0.695
Li 0.57521 2.24330 -0.08597 0.962
H -2.08407 -1.70661 0.49592 0.276
H -3.20579 -0.70230 -0.66494 0.296
```

(x)
Here is a structure of composition C3H2LiNaO3 from the Open Molecules 2025 dataset. Energies are from the ωB97M-V functional and the def2-TZVPD basis.

As for the charge: +1. For the molar mass, the calculation gives 115.98 g mol⁻¹. Its spin multiplicity is 2. For the HOMO-LUMO gap (alpha / beta), the calculation gives 7.23 / 8.20 eV. Its lowest unoccupied orbital energy (alpha / beta) is -4.13 / -4.60 eV.

The geometry in XYZ format:
```
10
Properties=species:S:1:pos:R:3:nbo_charge:R:1
Na -3.44085 -2.51560 1.42666 0.952
O -1.87338 -0.32089 0.51853 -0.926
O -1.05665 -2.36451 0.27740 -0.685
O 0.27487 1.78667 0.21363 -0.617
C 1.11651 1.08367 -0.25925 0.722
C 2.21937 0.74667 -0.88714 -0.696
C -1.04043 -1.16252 0.08520 0.708
Li -1.55096 1.50459 0.87648 0.963
H 2.65664 -0.23496 -0.70958 0.281
H 2.69489 1.47689 -1.54194 0.297
```

The structure with the least stability is (x).

(w)
Here is a cluster of 2 separate species, C2H3N5O4 in total from the Open Molecules 2025 dataset. Energies are from the ωB97M-V functional and the def2-TZVPD basis.

For the molar mass, the calculation gives 161.08 g mol⁻¹. As for the SMILES: O=N/N=N\[N+](=O)[O-].CN=C=O. For the HOMO-LUMO gap, the calculation gives 9.02 eV. Its lowest unoccupied orbital energy is -0.91 eV.

The geometry in XYZ format:
```
14
Properties=species:S:1:pos:R:3:nbo_charge:R:1
O -0.92690 -3.35034 -1.43970 -0.273
O 3.09927 0.31430 -0.87061 -0.297
O -0.20028 -1.95985 0.06881 -0.426
O -0.37526 0.55438 -1.37389 -0.566
N -0.24474 -2.54179 -1.01063 0.650
N 1.55001 -1.12872 -1.71498 0.199
N 0.78603 -2.09022 -1.94576 -0.282
N 2.37107 -0.58239 -1.12950 0.427
N -1.02046 1.64426 0.57235 -0.515
C -1.04218 1.90800 1.95772 -0.430
C -0.57788 1.09924 -0.36807 0.867
H -1.49165 1.11772 2.72401 0.215
H -0.16526 2.24093 2.48365 0.215
H -1.76178 2.77449 2.04659 0.214
```

(x)
Here is a cluster of 2 separate species, C2H3N5O4 in total from the Open Molecules 2025 dataset. Energies are from the ωB97M-V functional and the def2-TZVPD basis.

For the molar mass, the calculation gives 161.08 g mol⁻¹. For the HOMO-LUMO gap, the calculation gives 9.17 eV. Its lowest unoccupied orbital energy is -0.88 eV.

The geometry in XYZ format:
```
14
Properties=species:S:1:pos:R:3:nbo_charge:R:1
O -1.83830 -0.14347 2.45460 -0.330
O 0.05993 -2.67874 0.98871 -0.506
O -0.89975 1.33898 1.05160 -0.272
O -0.53556 2.11070 -1.30856 -0.260
N -1.62055 0.27619 1.33996 0.540
N -2.22817 -0.21049 0.30330 -0.154
N -1.08915 1.33597 -0.63235 0.501
N -1.82937 0.35624 -0.76317 -0.016
N 0.81270 -0.71442 -0.06440 -0.592
C 1.90725 -0.12287 -0.80925 -0.441
C 0.49434 -1.74228 0.42620 0.865
H 1.51123 0.93702 -1.13398 0.228
H 2.40330 -0.72607 -1.72509 0.221
H 2.85209 -0.01675 -0.12757 0.216
```

The structure with the least stability is (w).